Entry 1:
The following is a quantum chemistry calculation of an isolated ion of composition HNO4P and charge -1 in a non-equilibrium geometry, from the Open Molecules 2025 dataset.

Its charge is -1. The calculation puts the orbital gap (spin up / spin down) at 0.33061 / 0.33057 Ha. Its spin multiplicity is 1. Its HOMO energy (spin up / spin down) is -5.3 / -5.3 eV.

Structure (XYZ):
```
7
Properties=species:S:1:pos:R:3:forces:R:3
N -0.0226 0.9963 0.3683 3.9 1.1 3.9
O 0.5319 -0.0533 -1.3164 0.0 -2.1 1.6
O -1.3839 -1.1596 -0.0725 -2.5 -0.3 0.0
O 0.9113 -1.8993 0.6281 1.4 -0.3 0.4
O 0.6329 1.9806 0.8086 -2.0 -2.5 -1.6
P 0.0544 -1.0058 -0.1340 1.3 2.6 -2.3
H -0.7240 1.1411 -0.2820 -2.2 1.6 -1.9
```
Forces are in eV/Å.



Entry 2:
The following is a quantum chemistry calculation of one molecule with the formula HNOS2 in a non-equilibrium geometry, from the Open Molecules 2025 dataset.

The calculation puts the orbital gap (spin up / spin down) at 0.29943 / 0.28916 Ha. Its spin multiplicity is 1. Its HOMO energy (spin up / spin down) is -9.0 / -8.9 eV.

Structure (XYZ):
```
5
Properties=species:S:1:pos:R:3:forces:R:3
N -0.0287 -0.1211 -0.0770 0.1 2.3 3.0
O -0.6783 2.1467 0.6912 -0.8 1.9 -0.2
S 0.4939 -1.6715 -0.3347 -0.1 1.0 0.6
S -0.0086 1.0558 1.3274 0.7 -4.4 -2.8
H 0.2217 -1.4099 -1.6069 0.1 -0.8 -0.6
```
Forces are in eV/Å.



Sequential M output: 109.985, 95.148 g mol⁻¹
Sequential relative energy (zero: lowest compared OMol25 entry of this formula, charge and spin) output: 72.0, 77.4 kJ/mol